No. 1
52
Properties=species:S:1:pos:R:3:lowdin_charge:R:1 method="wB97M-V/def2-TZVPD" charge=+1 e_lumo_ev=-2.438 homo_lumo_gap_ev=9.2195 de_lowest_kj_mol=448.7
C -1.08624 0.59700 -0.55054 -0.189
N -1.63980 1.86516 -0.08964 -0.075
C -3.05006 1.87991 0.41964 -0.233
C -4.01777 0.87350 -0.29191 -0.086
C 0.45336 0.62085 -0.41027 -0.276
N 1.01119 0.04143 -1.77932 0.170
C 2.61701 0.12213 0.77069 -0.066
C 1.06611 -0.11504 0.69666 -0.233
H -1.50120 -0.34536 0.12953 0.161
H -1.51097 0.35306 -1.54993 0.119
H -1.50454 2.50641 -0.87505 0.115
H -2.94638 1.84098 1.49433 0.079
H -3.61578 2.76484 0.31746 0.086
H -4.69022 1.48988 -0.95310 0.081
H -4.67758 0.25714 0.45664 0.110
H -3.62887 0.02965 -0.82821 0.024
H 0.80755 1.66139 -0.17280 0.129
H 0.76884 0.78794 -2.43644 0.113
H 2.11728 -0.03556 -1.82617 0.155
H 0.42588 -0.79550 -1.88252 0.088
H 3.13074 -0.47104 -0.06935 0.084
H 2.87016 -0.47043 1.64709 0.070
H 2.84662 1.22361 0.96226 0.078
H 0.83360 -1.18731 0.88540 0.103
H 0.70390 0.21892 1.71401 0.116
H 2.56312 -2.66126 -2.68302 -0.003
H 4.04571 -2.53287 -2.22959 0.109
O 3.21585 -1.99783 -2.52404 -0.080
H 2.94498 3.08509 0.45736 0.040
H 3.06755 3.01787 -0.95434 0.016
O 2.40171 3.21832 -0.31904 -0.037
H -1.53784 0.31514 4.02222 0.022
H -0.53817 1.09440 3.26886 0.043
O -0.86369 0.13078 3.40849 -0.092
H 3.01904 2.06807 -3.48950 0.040
H 1.95610 2.65961 -2.71988 0.077
O 2.28460 1.78780 -3.00996 -0.017
H -0.27526 -1.89656 -3.74566 0.050
H -0.33445 -2.77864 -2.42773 0.028
O 0.11817 -2.20106 -2.96990 0.030
H 2.34131 -4.14040 0.22126 0.049
H 1.38152 -4.64037 1.23248 0.061
O 1.67144 -3.77956 0.84551 -0.082
H -0.89732 -1.64036 2.99052 0.034
H -0.36804 -2.97221 2.45255 0.053
O -1.06279 -2.31226 2.27785 -0.083
H -1.43088 3.13443 3.88145 0.073
H -1.37079 2.79840 2.47729 -0.022
O -0.89107 2.71476 3.23187 0.029
H -1.98434 -2.36925 0.70465 -0.004
H -2.80978 -3.30548 -0.02655 -0.027
O -2.42951 -2.51009 -0.15161 -0.030

=====

No. 2
54
Properties=species:S:1:pos:R:3:lowdin_charge:R:1 method="wB97M-V/def2-TZVPD" e_lumo_ev=-0.011 homo_lumo_gap_ev=8.1246 de_lowest_kj_mol=688.4
C 2.15166 2.16040 1.15282 -0.084
C 1.34517 1.12003 0.31517 -0.225
N 1.48645 0.13736 -3.32982 0.073
C 1.70015 0.36329 -1.91996 -0.107
C 1.12306 1.26866 -1.17974 -0.272
C 0.74426 2.61210 -1.57804 -0.121
C 0.58695 3.01322 -2.85307 -0.002
H 1.60011 2.78421 1.77979 0.021
H 2.67768 2.94921 0.46145 0.110
H 3.05195 1.62234 1.53331 0.073
H 0.37140 0.72118 0.85435 0.139
H 1.72480 0.12674 0.57239 0.057
H 1.96727 -0.54009 -3.83593 0.066
H 1.67529 0.97796 -3.84632 0.055
H 2.33783 -0.39700 -1.45682 0.094
H 0.52127 3.33747 -0.74832 0.101
H 0.14206 4.04024 -3.06523 0.079
H 0.72034 2.49014 -3.77659 0.006
H -2.10377 -0.27601 2.57538 -0.121
H -1.11622 -1.30645 3.08527 -0.033
O -1.85837 -0.76972 3.22952 0.017
H 0.23572 -3.19447 0.13810 0.046
H 1.58275 -4.06195 -0.05335 0.066
O 1.15225 -3.37165 0.47304 -0.073
H -0.50097 -3.29275 2.27440 0.013
H 0.70718 -2.31013 2.40708 -0.007
O -0.09907 -2.64688 2.76682 -0.014
H -1.77372 4.25762 1.32017 0.047
H -0.48879 3.40632 1.67328 0.033
O -1.14024 3.63450 0.99489 -0.035
H -3.30952 -0.59790 0.69802 -0.006
H -4.36468 -1.02681 -0.42559 0.021
O -3.76543 -1.31538 0.24691 -0.042
H 2.92043 -2.38001 0.01691 -0.038
H 3.93035 -1.39964 -0.10861 -0.011
O 3.48993 -2.01128 -0.60021 0.014
H -0.63031 1.54534 -4.67304 -0.005
H -1.92518 1.11589 -4.27083 0.096
O -0.97749 0.82108 -4.21031 -0.065
H -1.72698 -0.79068 -2.02165 0.078
H -0.64919 -0.74020 -3.04358 0.009
O -1.35011 -1.32291 -2.74509 -0.036
H -2.10608 -3.38691 -1.45780 0.012
H -0.98916 -2.58744 -1.97003 0.008
O -1.15840 -3.45582 -1.42828 -0.121
H -2.18751 1.90659 1.49175 0.017
H -2.60222 1.26306 2.70942 0.042
O -2.76947 1.17662 1.75641 -0.061
H 0.20818 0.87108 3.32438 0.063
H -1.02276 0.90441 4.19024 0.003
O -0.59377 1.46049 3.57821 -0.081
H 2.07465 -0.38387 3.76755 0.045
H 2.32714 -0.99544 2.45113 0.061
O 1.62118 -0.80401 3.07744 -0.006

=====

No. 3
54
Properties=species:S:1:pos:R:3:lowdin_charge:R:1 method="wB97M-V/def2-TZVPD" smiles=CC(C)N(C)CCN.O.O.O.O.O.O.O.O.O.O e_lumo_ev=0.259 homo_lumo_gap_ev=8.5359 de_lowest_kj_mol=276.1
C -0.95641 -0.66544 -0.74692 -0.020
C 0.41519 -0.21942 -1.31826 -0.392
C 1.56903 -0.62527 -0.38268 -0.036
N 0.44573 1.21024 -1.56369 -0.208
C 1.45888 1.78093 -2.40181 -0.104
C 0.01423 2.18765 -0.54186 -0.153
C -1.21741 2.94229 -1.10972 -0.259
N -2.38738 2.91546 -0.23318 -0.005
H -1.74653 -0.06342 -1.19011 0.058
H -0.96927 -0.70314 0.33560 0.061
H -1.01414 -1.65469 -1.20747 0.092
H 0.52996 -0.75647 -2.26648 0.102
H 1.48361 -1.63814 0.02515 0.087
H 1.52183 -0.00823 0.51426 0.062
H 2.45899 -0.51710 -0.99295 0.060
H 1.24235 2.81525 -2.66459 0.089
H 2.49844 1.76994 -2.03250 0.092
H 1.44928 1.34781 -3.40754 0.077
H -0.37821 1.73178 0.36761 0.107
H 0.84584 2.84725 -0.29853 0.110
H -1.02511 4.00256 -1.30491 0.104
H -1.52022 2.61805 -2.10470 0.100
H -2.23242 3.39022 0.64463 0.070
H -2.60959 1.97152 0.07163 0.019
O -0.42149 -4.62639 0.44544 -0.079
H -0.89260 -4.82007 1.26211 0.020
H -0.46586 -3.66825 0.39320 -0.011
O 1.67721 -1.23186 -3.97977 -0.049
H 1.61084 -0.47429 -3.40790 -0.034
H 2.08124 -1.21199 -4.84539 0.045
O 0.54997 0.50115 3.09468 -0.079
H 1.43863 0.60073 2.67402 -0.019
H 0.62078 0.68763 4.03198 0.048
O 2.96665 1.07618 2.30384 -0.046
H 3.65084 0.41670 2.11481 0.033
H 3.20105 1.89826 1.86702 0.072
O 3.24034 -2.26473 2.79879 -0.045
H 2.58461 -2.54356 3.44466 0.053
H 2.76301 -1.83798 2.07950 0.005
O -4.34368 0.68702 -1.80314 -0.040
H -3.81807 -0.03772 -2.17017 0.060
H -3.79990 1.45560 -2.03584 0.049
O -2.07752 -0.59475 2.69072 -0.098
H -1.24487 -0.12722 2.55628 -0.007
H -2.74603 -0.36405 2.00138 -0.012
O -3.79586 0.27292 0.89275 -0.063
H -4.64412 0.29629 1.34746 0.082
H -3.98050 0.37711 -0.06363 0.012
O 4.49614 -0.75021 0.61072 -0.052
H 4.56401 -1.57922 1.10360 0.039
H 4.22761 -1.09089 -0.25005 0.040
O -2.36803 -2.96277 1.49292 -0.081
H -2.02531 -2.37259 2.20162 0.026
H -2.92578 -2.39069 0.95744 0.022

=====

No. 4
54
Properties=species:S:1:pos:R:3:lowdin_charge:R:1 method="wB97M-V/def2-TZVPD" smiles=CCN[C@H](C)CNC.O.O.O.O.O.O.O.O.O.O e_lumo_ev=0.209 homo_lumo_gap_ev=8.8121 de_lowest_kj_mol=178.4
C 1.46604 -2.42854 1.84913 -0.083
C 1.92287 -1.17906 1.10747 -0.284
N 0.76309 -0.54106 0.46682 -0.061
C 1.13939 0.66155 -0.30346 -0.356
C 1.29476 1.85372 0.64557 -0.046
C 0.07590 0.86745 -1.38163 -0.184
N 0.61632 0.48502 -2.67339 -0.112
C -0.20406 -0.22297 -3.62744 -0.139
H 1.40567 -3.29106 1.17661 0.067
H 0.53890 -2.31500 2.40796 0.065
H 2.22988 -2.75837 2.55685 0.076
H 2.65281 -1.46310 0.34451 0.108
H 2.45503 -0.53460 1.81464 0.103
H 0.11486 -0.41472 1.25504 0.067
H 2.14246 0.49029 -0.69006 0.098
H 1.75135 2.74070 0.20516 0.061
H 0.36097 2.22155 1.07832 0.065
H 1.96338 1.59279 1.46212 0.077
H -0.87901 0.39562 -1.13486 0.096
H -0.21523 1.93087 -1.42326 0.115
H 1.53734 0.08118 -2.61621 0.054
H 0.33988 -0.40692 -4.55316 0.083
H -0.78962 -1.05387 -3.21835 0.071
H -0.96027 0.46791 -4.03686 0.075
O -2.05658 -1.01671 4.05984 -0.058
H -1.71891 -1.34505 3.21250 0.015
H -2.99188 -0.90521 3.85692 0.051
O -2.13166 1.62756 1.93618 -0.049
H -2.90999 1.45796 2.47252 0.080
H -1.81041 0.83065 1.48893 0.017
O -3.38613 1.00397 -0.84861 -0.065
H -3.34854 1.93079 -0.53423 0.004
H -3.27034 0.95813 -1.79995 0.048
O 3.13217 2.75206 -1.87100 -0.054
H 2.27320 3.14816 -1.67743 0.026
H 2.83505 1.86486 -2.10095 -0.015
O 3.71183 -0.20013 -2.22896 -0.055
H 3.75769 -1.12824 -2.52248 0.065
H 4.67972 -0.11314 -2.14882 0.074
O -3.08849 3.46533 0.29119 -0.065
H -2.77951 4.35610 0.10046 0.059
H -2.45112 3.09619 0.92832 0.012
O 0.60023 -2.74661 -1.40258 -0.065
H 0.77899 -2.14636 -2.12747 0.022
H 0.55377 -2.27971 -0.54689 0.007
O -2.32210 -1.02738 0.99581 -0.090
H -2.28546 -1.85109 0.45714 0.017
H -2.75591 -0.38947 0.39847 0.008
O 0.20428 0.37374 3.14259 -0.065
H -0.19050 1.23645 2.95317 0.024
H -0.46826 0.03548 3.76511 0.024
O -1.82508 -3.38890 -0.35357 -0.064
H -1.30314 -3.67946 0.40498 0.051
H -1.15562 -3.09935 -1.01269 0.024